Molecular formula: C31H26F5MoN3
Method: DFT, ωB97M-V with the def2-TZVPD basis set

XYZ file:
```
66
Properties=species:S:1:pos:R:3:mulliken_charge:R:1
Mo 0.612 0.203 0.593 -0.576
C 1.219 1.610 -1.076 0.571
C 1.802 2.241 0.076 1.376
C 2.736 1.339 0.645 0.219
C 2.810 0.189 -0.175 0.477
C 1.881 0.366 -1.268 1.078
C 1.825 -0.462 -2.512 -1.566
C 3.927 -0.801 -0.114 -1.661
C 3.511 1.544 1.906 -2.123
C 1.660 3.683 0.419 -1.280
C 0.256 2.248 -2.027 -1.595
H 2.483 -0.021 -3.264 0.415
H 0.824 -0.490 -2.938 0.352
H 2.167 -1.481 -2.343 0.291
H 4.814 -0.333 -0.549 0.356
H 3.726 -1.698 -0.692 0.412
H 4.186 -1.079 0.907 0.446
H 4.537 1.844 1.677 0.385
H 3.574 0.622 2.486 0.424
H 3.076 2.323 2.530 0.400
H 2.409 4.224 -0.166 0.332
H 1.863 3.899 1.466 0.461
H 0.690 4.087 0.143 0.380
H 0.795 2.798 -2.802 0.411
H -0.399 2.954 -1.522 0.329
H -0.362 1.501 -2.527 0.253
C 2.003 -4.109 0.005 -1.059
C 1.180 -4.541 -1.023 -0.815
C 0.186 -3.694 -1.485 -0.990
C 0.067 -2.432 -0.930 0.722
N 0.903 -1.989 0.042 0.740
C 1.829 -2.835 0.509 -0.834
C -1.034 -1.520 -1.253 -1.108
C -1.932 -1.564 -2.239 -0.145
C -3.048 -0.623 -2.259 -1.295
C -3.260 0.263 -1.284 -1.475
C -2.317 0.382 -0.133 1.618
N -1.124 -0.508 -0.269 1.546
C -1.938 1.773 0.328 -0.264
C -2.828 2.825 0.279 -0.628
C -2.620 3.922 1.108 -0.789
C -1.554 3.903 1.988 -0.867
C -0.671 2.840 1.936 -0.871
N -0.826 1.814 1.095 0.654
H 2.764 -4.751 0.427 0.551
H 1.291 -5.533 -1.439 0.532
H -0.510 -4.021 -2.244 0.482
H 2.434 -2.478 1.328 0.761
H -1.859 -2.311 -3.017 0.610
H -3.751 -0.692 -3.078 0.528
H -4.146 0.882 -1.291 0.607
H -3.700 2.781 -0.355 0.524
H -3.311 4.753 1.092 0.517
H -1.388 4.703 2.696 0.514
H 0.197 2.805 2.581 0.673
F 0.123 -2.394 2.541 -0.443
C -1.016 -2.182 1.850 0.194
C -1.177 -0.863 1.232 0.191
C -2.618 -0.330 1.236 1.961
F -2.989 0.484 2.274 -0.484
C -3.627 -1.424 1.094 -0.389
F -4.837 -1.040 0.702 -0.367
C -3.338 -2.692 1.373 0.226
F -4.216 -3.666 1.248 -0.298
C -2.023 -3.048 1.917 0.698
F -1.939 -4.201 2.545 -0.295
```

HOMO-LUMO gap = 7.06 eV
Energy relative to the best compared isomer or geometry (same formula, charge and spin) = 0.0 kcal per mole
E = -52466.1033 eV
Total charge = +2
M = 631.50 g mol⁻¹
E_HOMO = -0.5236 Ha